1.
Below is a structure of composition C39H43N10O7S4Ti, with properties calculated with the ωB97M-V functional and the def2-TZVPD basis.

Properties
ΔE to the lowest compared entry with this formula, charge and spin: 30.6 kcal/mol
highest occupied orbital energy: -14.565 eV
2S+1: 1
net charge: +3

Geometry as XYZ:
```
104
Properties=species:S:1:pos:R:3:lowdin_charge:R:1
Ti 0.36756 0.89553 -0.25781 1.176
C 3.36455 3.27999 3.72698 -0.003
N 3.20863 2.32350 2.64303 -0.108
C 4.38742 1.63770 2.13550 0.008
C 2.02601 2.10787 2.05941 -0.330
N 1.83836 1.26026 1.07833 0.054
N 0.95362 2.83155 2.55150 0.197
C -0.31510 2.88542 2.02756 -0.417
N -1.07016 3.90040 2.48010 0.224
N -0.74798 1.96934 1.21487 0.071
H 4.36622 3.19202 4.14243 0.110
H 2.66923 3.07950 4.54644 0.108
H 3.24337 4.30774 3.37118 0.115
H 5.27077 2.05032 2.61445 0.109
H 4.49511 1.78480 1.05726 0.107
H 4.34340 0.56804 2.35572 0.112
H 2.72750 0.89415 0.73712 0.061
H 1.15095 3.46049 3.31880 0.139
H -0.71063 4.63762 3.06451 0.137
H -2.01624 4.02848 2.15974 0.137
H -1.71550 2.15755 0.95263 0.089
S -5.23549 2.31304 -1.16550 1.051
C -6.78999 2.47348 -1.85249 -0.365
C -6.97808 1.63315 -2.90912 -0.141
C -5.85762 0.83768 -3.17917 -0.083
C -4.80172 1.07051 -2.32197 -0.470
C -3.52174 0.42324 -2.29675 -0.164
C -2.53126 0.80918 -1.36795 -0.070
N -1.34656 0.22717 -1.24591 0.003
C -1.03117 -0.76669 -2.11265 -0.146
C -1.93620 -1.20581 -3.11357 -0.096
C -1.51561 -2.20688 -4.04339 0.026
C -0.26742 -2.72055 -4.00353 0.027
C 0.68320 -2.27878 -3.03107 -0.094
C 1.99376 -2.75019 -2.99929 0.115
C 2.89149 -2.24238 -2.05356 -0.155
C 2.40954 -1.22398 -1.20242 -0.075
N 1.16528 -0.77801 -1.19118 -0.011
C 0.28907 -1.30101 -2.08049 -0.143
C 4.23961 -2.70766 -1.90909 -0.460
C 4.91311 -3.66943 -2.63525 -0.080
C 6.22140 -3.88757 -2.18463 -0.141
C 6.55691 -3.10365 -1.11787 -0.363
S 5.28022 -2.07855 -0.64564 1.057
C -3.19379 -0.61381 -3.17608 0.110
H -7.48400 3.18087 -1.44072 0.082
H -7.89563 1.58612 -3.46850 0.123
H -5.83848 0.12182 -3.98054 0.119
H -2.74877 1.64855 -0.71409 0.083
H -2.22011 -2.52112 -4.79697 0.135
H 0.05081 -3.45513 -4.72645 0.135
H 2.30605 -3.49418 -3.71624 0.140
H 3.11660 -0.77368 -0.51380 0.075
H 4.49141 -4.20444 -3.46657 0.120
H 6.89860 -4.59732 -2.62236 0.122
H 7.48672 -3.07615 -0.58322 0.081
H -3.89761 -0.94456 -3.92230 0.137
C -4.28465 -6.50125 6.31390 -0.108
C -3.62168 -6.15388 5.00016 -0.275
S -3.24886 -4.38062 5.00886 0.666
O -4.38683 -3.58486 4.63131 -0.314
O -2.54057 -3.99001 6.19003 -0.288
C -2.04475 -4.08660 3.61034 -0.175
C -1.61089 -2.66557 3.91460 -0.166
N -0.80067 -2.04837 2.88514 0.072
C -1.18100 -1.10569 2.00336 -0.261
N -0.15345 -0.72529 1.22018 0.025
C 0.91334 -1.46590 1.62992 -0.041
C 0.52812 -2.29314 2.65048 -0.095
N 1.38594 -3.23954 3.30806 -0.329
O 2.55062 -3.14521 2.99846 0.118
O 0.89510 -4.02938 4.06811 0.140
C -2.56276 -0.57077 1.95803 0.036
H -4.52791 -7.56025 6.34562 0.092
H -5.19832 -5.92654 6.43565 0.088
H -3.61785 -6.26415 7.13895 0.083
H -4.26866 -6.31759 4.14282 0.107
H -2.66705 -6.65817 4.87729 0.105
H -2.58913 -4.18276 2.67636 0.108
H -1.23170 -4.80076 3.67987 0.088
H -1.04674 -2.69265 4.85134 0.135
H -2.50624 -2.06379 4.08102 0.120
H 1.90128 -1.41945 1.21007 0.101
H -2.69273 0.19782 2.72183 0.106
H -3.29112 -1.35480 2.16216 0.105
H -2.76869 -0.14480 0.97942 0.060
C 2.22758 7.23753 -5.43372 -0.021
C 1.97719 6.02258 -4.61034 -0.231
C 0.67878 5.55281 -4.39990 0.003
C 0.45053 4.40492 -3.66419 -0.041
C 1.52972 3.72865 -3.12072 -0.290
C 2.82883 4.17940 -3.29378 -0.032
C 3.04443 5.32562 -4.03851 0.002
S 1.19660 2.23156 -2.26791 0.632
O 0.54415 1.24497 -3.09122 -0.219
O 2.33994 1.68228 -1.52990 -0.300
O 0.20564 2.51557 -1.10319 -0.376
H 1.33784 7.85431 -5.53097 0.090
H 2.53794 6.94212 -6.43727 0.106
H 3.03421 7.83171 -5.01047 0.095
H -0.15303 6.09689 -4.81996 0.128
H -0.54540 4.02337 -3.49713 0.122
H 3.64380 3.63027 -2.84950 0.119
H 4.04952 5.69386 -4.18411 0.131
```



2.
Below is a cluster of 9 separate species, C74H165N8O in total, with properties calculated with the ωB97M-V functional and the def2-TZVPD basis.

Properties
ΔE to the lowest compared entry with this formula, charge and spin: 156.3 kcal/mol
highest occupied orbital energy: -19.111 eV
2S+1: 1
net charge: +7

Geometry as XYZ:
```
248
Properties=species:S:1:pos:R:3:lowdin_charge:R:1
C -1.76328 0.62760 -0.02788 -0.113
C -0.32518 0.40478 -0.47361 -0.478
O -0.00325 0.73632 -1.83973 -0.376
H -2.09543 1.61428 -0.35074 0.043
H -1.89934 0.54902 1.05074 0.047
H -2.41162 -0.11775 -0.48854 0.062
H -0.10776 -0.63934 -0.24857 0.059
H 0.30227 1.02288 0.16856 0.052
C 7.07392 3.82984 5.93908 -0.075
C 6.32883 3.84730 4.62193 -0.214
C 5.88838 2.43597 4.09674 -0.076
N 5.39105 2.36197 2.56609 -0.223
C 3.99569 3.04989 2.50660 -0.072
C 3.30040 2.96936 1.10288 -0.168
C 3.07309 1.54371 0.73149 -0.199
C 4.38785 0.78712 0.87767 -0.168
C 5.07512 0.89115 2.24341 -0.094
C 6.43685 2.88406 1.58154 0.066
H 6.68231 3.15398 6.69931 0.086
H 7.17367 4.76325 6.49307 0.097
H 8.10016 3.48894 5.80224 0.091
H 6.84359 4.25265 3.75083 0.095
H 5.38650 4.37731 4.76056 0.104
H 5.18221 1.97979 4.79053 0.131
H 6.75424 1.77487 4.06019 0.129
H 3.32311 2.79817 3.32659 0.131
H 4.20032 4.09914 2.71945 0.128
H 2.30308 3.40917 1.09948 0.097
H 3.85923 3.55859 0.37582 0.099
H 2.44895 1.10463 1.50980 0.119
H 2.59762 1.52290 -0.24912 0.094
H 4.24890 -0.24764 0.56450 0.096
H 5.03102 1.10842 0.05841 0.098
H 4.42722 0.52720 3.04083 0.132
H 6.00695 0.36479 2.45012 0.137
H 5.83024 2.99207 0.68240 0.084
H 7.24535 2.15309 1.59222 0.129
H 6.77270 3.89475 1.81352 0.108
C -1.34978 -2.69176 -2.63661 -0.095
C -1.27765 -3.80461 -3.69285 -0.205
C -1.14882 -5.23292 -3.04238 -0.083
N -1.59109 -6.40975 -3.94415 -0.231
C -1.39937 -7.84237 -3.21327 -0.024
C -2.34952 -7.87488 -1.98034 -0.140
C -3.85937 -7.73744 -2.38967 -0.158
C -4.05671 -6.58339 -3.30739 -0.213
C -3.06889 -6.47095 -4.39678 -0.112
C -0.77851 -6.36367 -5.22889 0.015
H -0.42715 -2.51763 -2.08295 0.059
H -2.11691 -2.71799 -1.86271 0.076
H -1.52347 -1.76088 -3.17643 0.052
H -0.48182 -3.67122 -4.42563 0.072
H -2.18389 -3.67499 -4.28447 0.099
H -1.91401 -5.23971 -2.26614 0.111
H -0.20534 -5.56092 -2.60606 0.119
H -0.37769 -7.87069 -2.83449 0.126
H -1.66961 -8.55781 -3.98993 0.144
H -2.08257 -7.28631 -1.10260 0.103
H -2.24585 -8.90174 -1.62975 0.125
H -4.46780 -7.47321 -1.52475 0.125
H -4.26044 -8.65202 -2.82648 0.135
H -4.21989 -5.67891 -2.72139 0.105
H -5.03295 -6.70309 -3.77721 0.143
H -3.16366 -5.46492 -4.80545 0.112
H -3.28060 -7.14195 -5.22927 0.159
H -0.86388 -5.44615 -5.81112 0.097
H -1.04879 -7.27956 -5.75442 0.117
H 0.28922 -6.36240 -5.00968 0.109
C 0.36957 4.86430 4.32868 -0.089
C -0.84491 4.51681 3.46813 -0.222
C -1.74632 3.44725 4.15075 -0.116
N -3.15838 3.34601 3.52372 -0.186
C -3.05725 3.38195 1.97465 -0.102
C -4.30818 2.87408 1.25346 -0.175
C -4.98071 1.63245 1.79782 -0.192
C -5.02689 1.65090 3.30444 -0.166
C -3.63067 1.89338 3.91008 -0.091
C -4.08648 4.47145 4.14175 0.098
H 1.15860 4.11418 4.38202 0.062
H 0.10468 5.00628 5.37643 0.087
H 0.81473 5.81282 4.02829 0.088
H -0.42400 4.18901 2.51762 0.088
H -1.38304 5.44257 3.26441 0.115
H -1.95692 3.72593 5.18327 0.130
H -1.23253 2.50256 4.32872 0.130
H -2.20996 2.79029 1.62804 0.103
H -2.84632 4.31358 1.44961 0.136
H -4.01175 2.82179 0.20585 0.065
H -5.13588 3.58108 1.30970 0.128
H -4.35070 0.78103 1.54041 0.102
H -5.98816 1.48635 1.40818 0.130
H -5.41202 0.72119 3.72326 0.120
H -5.85321 2.29808 3.59847 0.128
H -2.91618 1.16657 3.52361 0.108
H -3.65261 1.76916 4.99276 0.125
H -4.98558 4.62275 3.54439 0.109
H -3.43568 5.32904 4.31233 0.106
H -4.35213 4.06961 5.11953 0.110
C -2.52104 -2.01389 3.95296 -0.069
C -2.90066 -1.41725 5.31730 -0.241
C -3.39787 -2.48309 6.28901 -0.125
N -3.80406 -1.97279 7.68083 -0.246
C -2.77247 -1.04951 8.29415 -0.078
C -1.34332 -1.75920 8.47148 -0.123
C -1.56901 -2.98089 9.36115 -0.185
C -2.62677 -3.93726 8.84799 -0.164
C -3.96747 -3.30096 8.45574 -0.083
C -5.21855 -1.29734 7.61763 0.068
H -3.34060 -2.63284 3.58786 0.089
H -1.59232 -2.56741 4.09155 0.074
H -2.29205 -1.14535 3.33545 0.052
H -3.66004 -0.64195 5.21560 0.079
H -2.06220 -0.84174 5.70958 0.104
H -2.58890 -3.17469 6.52431 0.113
H -4.13924 -3.14555 5.84224 0.145
H -2.69246 -0.07374 7.81502 0.119
H -3.15256 -0.85101 9.29626 0.142
H -0.78908 -2.04072 7.57612 0.106
H -0.69507 -1.05596 8.99429 0.122
H -0.63231 -3.50769 9.54330 0.129
H -1.91354 -2.78852 10.37722 0.131
H -2.20845 -4.48589 8.00413 0.109
H -2.87756 -4.75276 9.52635 0.140
H -4.69541 -3.86747 7.87499 0.141
H -4.47162 -3.01710 9.37951 0.142
H -5.01887 -0.36107 7.09645 0.085
H -5.51049 -0.99466 8.62324 0.118
H -5.89590 -1.95255 7.06991 0.117
C -5.39530 -3.00536 -3.60515 -0.100
C -5.90287 -1.58796 -3.67937 -0.219
C -4.74183 -0.49404 -3.70469 -0.064
N -5.27566 0.90297 -4.19283 -0.234
C -4.01806 1.70669 -4.56022 -0.089
C -3.14451 2.18542 -3.31990 -0.147
C -4.04613 2.93227 -2.33613 -0.170
C -5.32685 2.12494 -1.91742 -0.138
C -6.15562 1.56927 -3.11447 -0.072
C -6.11934 0.75224 -5.51650 0.060
H -5.23809 -3.44040 -4.59212 0.089
H -6.28464 -3.48500 -3.19634 0.093
H -4.57738 -3.13249 -2.89596 0.061
H -6.61580 -1.34271 -2.89216 0.106
H -6.67307 -1.56006 -4.45016 0.112
H -4.00131 -0.76334 -4.45783 0.110
H -4.19238 -0.32236 -2.77909 0.112
H -3.49706 1.05605 -5.26259 0.118
H -4.19699 2.65515 -5.06668 0.138
H -2.63100 1.32152 -2.89790 0.080
H -2.33972 2.86301 -3.60499 0.116
H -3.37647 3.20250 -1.51966 0.077
H -4.39694 3.88149 -2.74111 0.127
H -5.17321 1.21489 -1.33751 0.099
H -6.01146 2.75466 -1.34920 0.122
H -6.90492 0.81672 -2.86888 0.129
H -6.60925 2.41448 -3.63210 0.141
H -5.45294 0.10143 -6.08258 0.110
H -6.30782 1.69613 -6.02803 0.116
H -7.11539 0.36989 -5.29335 0.107
C 4.44193 9.73736 -2.29991 -0.057
C 3.23586 8.81781 -2.58716 -0.234
C 3.48375 7.34974 -2.29547 -0.102
N 2.23193 6.38470 -2.46498 -0.229
C 2.77004 5.02923 -2.09208 -0.121
C 1.66106 3.91695 -2.03234 -0.140
C 0.55275 4.26651 -1.01504 -0.202
C -0.05797 5.57154 -1.38326 -0.150
C 1.07174 6.69937 -1.43181 -0.042
C 1.76969 6.37816 -3.90673 0.041
H 4.75753 9.47003 -1.29143 0.080
H 4.16017 10.78710 -2.38214 0.099
H 5.23831 9.47875 -2.99776 0.087
H 2.78458 9.11359 -3.53424 0.124
H 2.53040 9.05466 -1.79070 0.103
H 3.78832 7.14543 -1.26903 0.131
H 4.19655 6.95281 -3.01828 0.132
H 3.17516 5.00303 -1.08050 0.112
H 3.54166 4.83146 -2.83612 0.126
H 2.18913 3.03839 -1.66171 0.074
H 1.28378 3.70214 -3.03215 0.108
H 0.80263 4.30001 0.04541 0.094
H -0.15908 3.45056 -1.14000 0.099
H -0.85486 5.84463 -0.69152 0.119
H -0.48524 5.59796 -2.38567 0.113
H 1.45642 7.02735 -0.46612 0.134
H 0.56219 7.61309 -1.73771 0.127
H 2.63599 6.50827 -4.55534 0.123
H 1.12529 7.23966 -4.08185 0.116
H 1.09683 5.53130 -4.04159 0.092
C -0.67776 -1.63299 -6.23526 -0.070
C 0.71719 -0.96019 -6.07210 -0.216
C 1.31483 -1.01838 -4.65443 -0.116
N 2.73592 -0.36328 -4.49337 -0.206
C 2.58596 1.17428 -4.44779 -0.054
C 4.01300 1.81746 -4.29090 -0.145
C 4.65272 1.35070 -3.01975 -0.182
C 4.76842 -0.19811 -2.93268 -0.130
C 3.44275 -0.95810 -3.24941 -0.097
C 3.49657 -0.95716 -5.72737 0.046
H -1.10886 -1.29173 -7.17643 0.090
H -1.27084 -1.26021 -5.40016 0.059
H -0.56319 -2.69809 -6.43659 0.071
H 0.60971 0.07661 -6.39083 0.110
H 1.31765 -1.40345 -6.86650 0.107
H 1.36748 -2.07339 -4.38558 0.117
H 0.75584 -0.54053 -3.84988 0.096
H 1.94175 1.32288 -3.58118 0.099
H 2.01411 1.43101 -5.33952 0.129
H 3.95342 2.88272 -4.51402 0.116
H 4.61781 1.45337 -5.12141 0.119
H 4.02883 1.61643 -2.16637 0.082
H 5.58675 1.90986 -2.96479 0.130
H 5.06399 -0.47954 -1.92197 0.094
H 5.56617 -0.54971 -3.58694 0.119
H 2.79749 -0.89254 -2.37337 0.115
H 3.62475 -2.02565 -3.37316 0.121
H 3.23032 -2.01306 -5.77530 0.113
H 4.56208 -0.79412 -5.56550 0.099
H 3.20599 -0.38895 -6.61100 0.114
C 6.93008 -6.06259 0.04479 -0.075
C 5.36876 -6.00601 -0.06522 -0.213
C 4.85883 -5.03827 1.03238 -0.086
N 3.49509 -4.38876 0.64625 -0.215
C 3.03649 -3.39705 1.77819 -0.075
C 1.54453 -3.01578 1.80123 -0.156
C 0.62883 -4.16998 1.46475 -0.189
C 0.98720 -4.92974 0.18801 -0.161
C 2.42381 -5.49744 0.34699 -0.074
C 3.64892 -3.50032 -0.60686 0.017
H 7.25939 -6.81191 -0.67506 0.090
H 7.16659 -6.53523 0.99809 0.085
H 7.55058 -5.16724 0.00707 0.084
H 5.00555 -7.02557 0.06392 0.119
H 5.18393 -5.78958 -1.11741 0.100
H 5.51238 -4.17617 1.16561 0.129
H 4.67307 -5.57753 1.96125 0.143
H 3.26302 -3.95197 2.68860 0.134
H 3.72183 -2.54999 1.74838 0.115
H 1.18898 -2.44046 2.65603 0.124
H 1.45409 -2.28525 0.99733 0.088
H 0.41167 -4.87787 2.26465 0.129
H -0.36847 -3.76500 1.29302 0.110
H 0.28272 -5.71922 -0.07379 0.117
H 1.03649 -4.28855 -0.69208 0.088
H 2.38286 -6.28379 1.10070 0.145
H 2.69182 -6.05663 -0.54942 0.126
H 3.81040 -4.09874 -1.50348 0.104
H 4.48585 -2.85434 -0.34160 0.100
H 2.72879 -2.91792 -0.65440 0.080
```



no.,HOMO-LUMO gap (eV),total energy (eV),largest force on an atom (eV/A)
1,5.2,-136808.92476,2.28
2,7.1,-93304.43006,3.01